1.
C3H4ClNOS | ωB97M-V/def2-TZVPD

Last column: natural (NBO) charge in e.
Cartesian coordinates (Å):
1 N -1.23940 1.44715 -0.11979  -0.748
2 C 0.04368 1.18969 -0.08038  0.119
3 C 0.74291 -0.04779 -0.05140  -0.281
4 Cl 2.45214 -0.20776 -0.12894  -0.006
5 C 0.10327 -1.32076 -0.01019  0.216
6 O 0.72197 -2.45021 -0.02981  -0.657
7 S -1.51934 -1.46432 -0.13305  -0.189
8 H -1.45306 2.38541 0.64276  0.384
9 H -2.09957 0.92736 -0.25893  0.448
10 H 0.53995 2.12114 -0.10648  0.204
11 H 1.70745 -2.57991 0.27621  0.511

## Properties
SMILES = N/C=C(/Cl)C(O)=S
Kohn-Sham gap = 8.1 eV
Net charge = 0
2S+1 = 1
E_HOMO = -8.10 eV
F_max = 7.1 eV Å⁻¹

=====

2.
C4H10N2O | ωB97M-V/def2-TZVPD

Last column: natural (NBO) charge in e.
Cartesian coordinates (Å):
1 C 0.23130 -0.00359 2.38821  -0.417
2 N 1.52859 -0.66091 2.18743  -0.606
3 C 1.88436 -0.97090 0.99360  0.375
4 N 2.14913 -0.04028 0.01958  -0.822
5 H 0.11030 0.16746 3.45650  0.203
6 H -0.58561 -0.67012 2.08436  0.189
7 H 0.10485 0.95491 1.86573  0.150
8 H 2.01127 -1.99574 0.62104  0.146
9 H 1.86130 0.90011 0.22549  0.391
10 H 2.88957 -0.21345 -0.63241  0.395
11 C -0.98207 0.79246 -1.29882  -0.520
12 C -1.77212 0.17865 -2.17936  0.136
13 O -3.10684 0.03210 -1.94029  -0.684
14 H 0.07068 0.82289 -1.52388  0.211
15 H -1.47162 1.28169 -0.46869  0.212
16 H -1.37269 -0.33303 -3.04986  0.163
17 H -3.55038 -0.24224 -2.74864  0.479

## Properties
SMILES = C/N=C\N.C=CO
Kohn-Sham gap = 8.4 eV
Net charge = 0
2S+1 = 1
E_HOMO = -7.67 eV
F_max = 2.8 eV Å⁻¹

=====

3.
C27H37N2SbSe3TeW | ωB97M-V/def2-TZVPD

Last column: Löwdin charge in e.
Cartesian coordinates (Å):
1 W -0.41296 -0.12910 2.00891  0.436
2 Se -1.52175 -2.04004 2.03898  0.347
3 Se -4.63973 -1.42543 2.46397  -0.054
4 Te -4.54618 0.76635 1.69460  0.530
5 Se -2.07428 1.59849 1.77319  0.134
6 C -0.06182 1.94002 4.43396  -0.086
7 N -0.24118 0.47736 4.21508  -0.410
8 C -1.44513 0.06272 4.98926  -0.083
9 C 0.93285 -0.26523 4.73998  -0.175
10 C 2.12295 0.04880 3.87357  -0.166
11 N 1.81477 -0.26754 2.44188  -0.369
12 C 2.72070 0.57499 1.61242  -0.058
13 C 2.16597 -1.70204 2.19345  -0.070
14 H 0.27171 2.11721 5.45873  0.117
15 H -1.01154 2.44020 4.26990  0.061
16 H 0.66770 2.36025 3.74187  0.085
17 H -1.32055 0.35967 6.03356  0.115
18 H -1.56647 -1.01506 4.92922  0.075
19 H -2.32367 0.54917 4.57380  0.062
20 H 0.68589 -1.32807 4.72955  0.124
21 H 1.12864 0.02173 5.77711  0.148
22 H 3.01791 -0.49371 4.18234  0.147
23 H 2.35716 1.10935 3.93881  0.118
24 H 3.75775 0.34551 1.86777  0.120
25 H 2.52945 1.62698 1.81279  0.092
26 H 2.55493 0.38967 0.55507  0.048
27 H 3.23664 -1.83703 2.36323  0.114
28 H 1.92777 -1.96752 1.16585  0.062
29 H 1.60687 -2.34322 2.87033  0.081
30 C -1.00756 -2.90935 -3.07577  -0.039
31 C 0.37963 -2.77085 -2.51085  -0.278
32 C 1.32678 -3.71788 -2.91136  -0.025
33 C 2.65593 -3.64751 -2.53509  -0.044
34 C 3.08892 -2.58602 -1.75352  -0.064
35 C 2.16430 -1.64881 -1.33208  -0.179
36 C 0.81006 -1.73892 -1.66970  -0.312
37 Sb -0.29839 -0.15072 -0.77669  1.476
38 C -2.31377 -0.09060 -1.46600  -0.358
39 C -3.06284 -1.23394 -1.19347  -0.220
40 C -4.39392 -1.33431 -1.56781  -0.087
41 C -4.99766 -0.25570 -2.19844  -0.057
42 C -4.26985 0.89974 -2.43242  -0.035
43 C -2.92242 1.01503 -2.08005  -0.296
44 C -2.21665 2.31101 -2.36497  -0.032
45 C 0.77620 1.52752 -1.46284  -0.353
46 C 1.07197 2.52778 -0.53978  -0.179
47 C 1.82011 3.63461 -0.90091  -0.065
48 C 2.28853 3.73276 -2.20424  -0.040
49 C 1.98274 2.74699 -3.12853  -0.016
50 C 1.21340 1.63473 -2.78721  -0.296
51 C 0.86129 0.63624 -3.85642  -0.041
52 H -0.96007 -3.42983 -4.03085  0.093
53 H -1.48879 -1.95007 -3.24943  0.062
54 H -1.65518 -3.49870 -2.42293  0.090
55 H 1.00428 -4.51957 -3.56480  0.125
56 H 3.35468 -4.39903 -2.87754  0.119
57 H 4.13315 -2.48163 -1.49029  0.115
58 H 2.52784 -0.79652 -0.76431  0.064
59 H -2.60473 -2.08194 -0.69625  0.059
60 H -4.94967 -2.24041 -1.36491  0.119
61 H -6.03435 -0.30998 -2.50502  0.120
62 H -4.75093 1.74142 -2.91555  0.122
63 H -2.90166 3.01646 -2.83116  0.091
64 H -1.37395 2.17611 -3.04097  0.074
65 H -1.83009 2.77045 -1.45248  0.074
66 H 0.68816 2.46617 0.47894  0.054
67 H 2.02949 4.41434 -0.18031  0.114
68 H 2.87894 4.58743 -2.50662  0.119
69 H 2.32987 2.84729 -4.15004  0.127
70 H 0.75834 1.13857 -4.81781  0.098
71 H -0.08169 0.12045 -3.65768  0.057
72 H 1.63515 -0.12725 -3.96099  0.097

## Properties
Kohn-Sham gap (alpha / beta) = 4.7 / 4.7 eV
Net charge = +2
2S+1 = 1
E_HOMO (alpha / beta) = -12.79 / -12.78 eV
F_max = 1.3 eV Å⁻¹

=====

4.
C16H29IN2O4P | ωB97M-V/def2-TZVPD

Last column: natural (NBO) charge in e.
Cartesian coordinates (Å):
1 C 4.60193 0.31727 -0.21593  -0.633
2 C 3.52505 -0.79791 -0.84399  -0.432
3 C 2.57399 0.01994 -1.90068  -0.414
4 C 1.18339 -0.81048 -2.31966  -0.274
5 N 0.97991 -2.02764 -1.45801  -0.555
6 I 0.62030 -3.57620 -2.83070  0.224
7 C -0.26206 -1.88824 -0.54547  0.011
8 O -1.39216 -1.83404 -1.41552  -0.561
9 C -2.63406 -2.43087 -1.04266  -0.074
10 C -3.69753 -1.46320 -0.19439  -0.224
11 C -3.14874 -0.97962 1.26486  -0.674
12 C -4.33250 -0.24667 -1.12878  -0.217
13 C -5.70552 0.24603 -0.31032  -0.638
14 C -3.37928 1.07956 -1.24355  -0.633
15 P -0.08881 -3.30868 0.70109  1.371
16 O 1.40619 -3.54696 1.23680  -1.058
17 C 0.05682 -0.49185 0.32103  0.697
18 O 0.82022 -0.57050 1.44556  -0.711
19 O -0.39692 0.85091 -0.06380  -0.796
20 H 5.68373 0.17923 -0.64030  0.189
21 H 4.61080 0.18280 0.97026  0.216
22 H 4.21605 1.40540 -0.41598  0.208
23 H 4.19532 -1.63683 -1.36533  0.195
24 H 2.95718 -1.22848 0.09734  0.273
25 H 2.32621 1.11855 -1.50480  0.226
26 H 3.22343 0.19683 -2.88413  0.188
27 H 0.26341 -0.09799 -2.42814  0.245
28 H 1.41039 -1.21349 -3.42075  0.195
29 H -3.22873 -2.63545 -2.06318  0.194
30 H -2.64342 -3.46092 -0.49902  0.176
31 H -4.62603 -2.18224 0.02539  0.190
32 H -4.11177 -0.71508 1.91880  0.203
33 H -2.53300 0.04014 1.21353  0.272
34 H -2.55783 -1.78077 1.87888  0.217
35 H -4.72548 -0.65356 -2.16824  0.205
36 H -6.61231 0.41111 -1.03129  0.205
37 H -5.50334 1.24406 0.29386  0.211
38 H -6.00994 -0.55879 0.51707  0.200
39 H -2.42663 0.83736 -1.88680  0.251
40 H -3.13264 1.58622 -0.20310  0.237
41 H -4.01305 1.89475 -1.84155  0.187
42 H -0.42829 -4.54330 -0.01835  -0.056
43 H -0.94118 -3.24125 1.85894  -0.034
44 N 3.16939 3.12093 3.41496  -0.509
45 C 2.65083 2.74436 2.20343  -0.061
46 C 3.14407 3.60083 1.24459  -0.307
47 C 3.99472 4.52275 1.90011  -0.317
48 C 3.99422 4.20140 3.23901  -0.102
49 H 2.97469 2.67135 4.30017  0.409
50 H 1.97580 1.90245 2.12774  0.259
51 H 2.91681 3.56470 0.18705  0.222
52 H 4.54858 5.33336 1.44444  0.209
53 H 4.50779 4.64872 4.07955  0.195

## Properties
Kohn-Sham gap = 7.2 eV
Net charge = -1
2S+1 = 1
E_HOMO = -5.07 eV
F_max = 7.8 eV Å⁻¹

=====

5.
C3H4N2O2 | ωB97M-V/def2-TZVPD

Last column: natural (NBO) charge in e.
Cartesian coordinates (Å):
1 O 2.53155 0.70333 -1.15733  -0.516
2 C 2.09563 -0.26590 -0.64020  0.860
3 N 0.98292 -0.91326 -0.12436  -0.371
4 O 2.42599 -1.47532 -0.23023  -0.359
5 H 0.85788 -0.66652 0.86026  0.380
6 C -0.78579 1.37627 1.08032  -0.370
7 C -1.42497 0.58625 0.42677  0.169
8 N -2.11162 -0.37970 -0.23098  -0.840
9 H -0.22258 2.15619 1.54377  0.246
10 H -1.50801 -1.06220 -0.67370  0.404
11 H -2.84100 -0.05916 -0.85431  0.397

## Properties
SMILES = O=C1NO1.C#CN
Kohn-Sham gap = 9.9 eV
Net charge = 0
2S+1 = 1
E_HOMO = -9.22 eV
F_max = 0.6 eV Å⁻¹

=====

6.
C4H7N3O | ωB97M-V/def2-TZVPD

Last column: natural (NBO) charge in e.
Cartesian coordinates (Å):
1 N -0.25595 2.46147 -0.75485  -0.937
2 C -0.11833 1.05795 -0.64472  0.276
3 C 0.62165 -0.09577 -0.92843  -0.310
4 C 0.40753 -1.10232 -0.00709  0.037
5 N 1.12311 -2.25689 -0.01243  -0.789
6 C -0.57384 -0.59728 0.70139  0.283
7 O -1.22846 -0.82131 2.05893  -0.701
8 N -0.58072 0.76831 0.52600  -0.501
9 H -0.97826 3.03742 -1.50925  0.397
10 H 0.54963 3.32865 -0.42542  0.407
11 H 1.14106 -0.33022 -1.98120  0.207
12 H 0.95732 -2.66922 0.80043  0.365
13 H 2.02020 -2.34193 -0.36159  0.390
14 H -1.56541 -1.69063 1.76735  0.467
15 H -1.51952 1.25177 0.77088  0.411

## Properties
SMILES = Nc1cc(N)c(O)[nH]1
Kohn-Sham gap = 8.3 eV
Net charge = 0
2S+1 = 1
E_HOMO = -7.62 eV
F_max = 7.7 eV Å⁻¹